1.
C4H9NO2S | ωB97M-V/def2-TZVPD

Structure (XYZ):
```
17
C4H9NO2S ωB97M-V/def2-TZVPD
C 0.59878 0.75424 1.23031
C 0.35706 -0.19348 0.12387
C 1.41753 -1.27239 0.24319
C 0.57475 0.51868 -1.27775
S -1.18951 -1.03185 0.33158
O -2.45909 0.31214 -0.09315
N -3.57120 -0.04559 -0.72455
O -4.36769 0.86732 -0.91348
H -0.08509 1.51190 1.16341
H 0.41892 0.23636 2.08366
H 1.58022 1.03079 1.48500
H 1.07672 -2.28641 0.21528
H 1.86820 -1.20936 1.19537
H 2.21013 -1.13997 -0.49482
H 0.40003 -0.14463 -2.01529
H -0.34983 1.22762 -1.20641
H 1.52005 0.86465 -1.34623
```

Values from the calculation:
2S+1: 1
HOMO level, eV: -9.7
Energy relative to the best compared isomer or geometry (same formula, charge and spin), kcal/mol: 134.8
Total energy, eV: -20709.189
Kohn-Sham gap, eV: 9.22
SMILES: CC(C)(C)SON=O

2.
C10H10N2O2 | ωB97M-V/def2-TZVPD

Structure (XYZ):
```
24
C10H10N2O2 ωB97M-V/def2-TZVPD
O 0.60198 -0.44480 -4.18262
C 0.41865 -0.47285 -2.98835
C -0.76390 0.10866 -2.45807
C -1.03159 -0.16753 -1.14165
N 0.11205 -0.52572 -0.31615
C 1.24453 -1.18625 -0.88924
O 1.76842 -1.95851 -0.11490
N 1.40797 -1.03947 -2.13228
H -1.60133 0.46185 -3.11221
H -1.91304 0.15720 -0.53609
H -0.14889 -0.96827 0.66228
H 2.36575 -1.35753 -2.43265
C 0.45944 1.38385 3.03665
C 0.39172 1.77354 1.64523
C -0.92420 1.47488 1.15297
C -1.82924 0.57526 1.76757
C -1.63750 0.18524 3.10325
C -0.44601 0.70524 3.73875
H 1.43183 1.47296 3.60639
H 1.26758 2.30063 1.32988
H -1.29970 1.72434 0.21875
H -2.77704 0.44393 1.32830
H -1.96489 -0.73863 3.89133
H -0.25499 0.40604 4.76055
```

Values from the calculation:
2S+1: 1
HOMO level, eV: -9.1
Energy relative to the best compared isomer or geometry (same formula, charge and spin), kcal/mol: 88.6
Total energy, eV: -17604.698
Kohn-Sham gap, eV: 9.24
SMILES: O=c1cc[nH]c(=O)[nH]1.c1ccccc1

3.
C30H29N2O2P | ωB97M-V/def2-TZVPD

Structure (XYZ):
```
64
C30H29N2O2P ωB97M-V/def2-TZVPD
O -1.75137 -2.83666 1.68733
C -1.77195 -2.47078 0.52838
N -2.92273 -2.19478 -0.13102
C -4.22948 -2.35055 0.47914
C -5.00239 -1.05946 0.45731
C -5.64203 -0.65008 -0.70633
C -6.32188 0.55433 -0.74869
C -6.36876 1.36390 0.37373
C -5.73577 0.96279 1.53804
C -5.05427 -0.24177 1.57879
C -0.54374 -2.34135 -0.30954
C 0.40577 -3.51685 -0.29398
C 0.78810 -2.25001 0.39058
C 1.88311 -1.38664 -0.20384
N 1.85342 -0.05611 0.39963
P 1.76494 1.21913 -0.70019
O 2.56540 1.09245 -1.92685
C -0.02117 1.28446 -1.04558
C -0.42246 1.59321 -2.33667
C -1.76965 1.65667 -2.64804
C -2.71518 1.42285 -1.66290
C -2.31448 1.11744 -0.37103
C -0.96959 1.04271 -0.06161
C 2.16023 2.66908 0.31576
C 1.65744 2.84498 1.59780
C 1.99028 3.98081 2.31283
C 2.81751 4.94069 1.75022
C 3.31672 4.76620 0.46998
C 2.98594 3.63044 -0.24766
C 3.24526 -2.01951 -0.05258
C 3.69530 -2.44446 1.19204
C 4.95628 -2.99591 1.33030
C 5.78458 -3.12304 0.22804
C 5.34731 -2.69202 -1.01232
C 4.08450 -2.14326 -1.15119
H -2.89115 -1.84952 -1.07661
H -4.78572 -3.13022 -0.05625
H -4.04623 -2.68135 1.50398
H -5.61112 -1.28235 -1.58303
H -6.81832 0.86112 -1.65806
H -6.89960 2.30375 0.34148
H -5.77162 1.59086 2.41603
H -4.55514 -0.55296 2.48493
H -0.66357 -1.80460 -1.24271
H 0.90471 -3.77326 -1.21638
H 0.13074 -4.36233 0.31766
H 0.73399 -2.24450 1.47177
H 1.67782 -1.25245 -1.27412
H 2.50000 0.05463 1.16843
H 0.33582 1.76937 -3.08610
H -2.08230 1.89103 -3.65539
H -3.76887 1.47553 -1.89594
H -3.05552 0.93610 0.39220
H -0.65111 0.77810 0.93450
H 1.01417 2.09436 2.03117
H 1.60389 4.12062 3.31202
H 3.07320 5.82644 2.31318
H 3.96210 5.51426 0.03352
H 3.36470 3.46448 -1.24567
H 3.05608 -2.34798 2.05761
H 5.29381 -3.32696 2.30169
H 6.76916 -3.55351 0.33730
H 5.99149 -2.78172 -1.87460
H 3.74936 -1.79441 -2.11673
```

Values from the calculation:
2S+1: 1
HOMO level, eV: -9.1
Total energy, eV: -47946.918
Kohn-Sham gap, eV: 9.76
SMILES: O=C(NCc1ccccc1)[C@@H]1C[C@H]1[C@@H](NP(=O)(c1ccccc1)c1ccccc1)c1ccccc1